1.
Formula: C2H2N2O
Source: OMol25
Level of theory: ωB97M-V/def2-TZVPD

The calculation puts the lowest unoccupied orbital energy at 0.005 Eh. Its net charge is 0. The SMILES is N#CNC=O. The HOMO energy comes out at -11.04 eV. The calculation puts the energy above the lowest of the compared OMol25 structures with the same formula, charge and spin at 23.2 kcal/mol.

Cartesian coordinates (Å):
C -1.238 -0.507 0.059
H 1.782 0.358 -0.110
C 0.748 0.724 0.045
H 0.716 -1.350 0.085
N -2.391 -0.609 -0.026
N 0.107 -0.460 -0.041
O 0.276 1.845 -0.012

How is the electron density shared among the atoms? According to Löwdin, the charges in e are:
1 C -0.277
2 H 0.134
3 C -0.354
4 H 0.204
5 N 0.171
6 N 0.049
7 O 0.074

***

2.
Formula: C3H29O11S
Source: OMol25
Level of theory: ωB97M-V/def2-TZVPD

The calculation puts the lowest unoccupied orbital energy at 0.073 Eh. Its net charge is -1. The HOMO energy comes out at -4.10 eV.

Cartesian coordinates (Å):
H -1.823 0.385 -0.584
H 1.342 1.629 -2.983
C -0.363 0.405 2.229
O 3.387 1.510 -0.254
O 0.160 -2.126 -3.783
H -1.204 -0.932 0.310
O -0.510 2.309 -2.110
H -0.081 -2.976 2.083
H 1.929 -1.067 -1.553
O -4.224 -1.593 1.337
H -1.380 1.985 -1.848
H -0.100 -1.975 -2.839
C -0.027 0.709 0.714
H 4.179 1.941 -0.666
O -3.766 0.994 0.888
H 1.080 -1.836 -3.716
H 0.334 -4.256 -1.546
H -3.369 -1.758 1.746
O 0.561 -3.262 1.426
H -0.559 -3.326 -0.648
H -4.449 -0.665 1.137
S -1.403 1.878 2.884
H 0.967 0.216 0.634
H -0.244 3.814 0.840
O 2.711 -1.438 -1.138
H -1.038 -0.480 2.440
H 2.454 1.112 -2.127
H 1.354 -2.726 1.612
H -0.592 3.204 -1.748
H -0.108 1.801 0.610
H 0.639 0.417 2.709
O 2.385 -1.510 2.518
O -1.154 4.217 0.655
H -1.738 3.623 1.160
H 1.839 -0.993 3.113
H 3.218 2.360 0.232
O -0.341 -3.574 -1.545
H 2.493 -1.057 1.673
H -0.369 -0.117 -1.152
H -3.112 1.123 1.634
C -0.915 -0.061 -0.244
H 3.466 -0.951 -1.464
O 2.199 1.230 -3.051
H -3.827 1.819 0.417

Löwdin population analysis, charges in e, atoms 1 to 8:
1 H 0.044
2 H -0.012
3 C -0.611
4 O -0.084
5 O -0.092
6 H 0.058
7 O -0.050
8 H 0.030

***

3.
Formula: C8H12F14FeHfN5O24S6
Source: OMol25
Level of theory: ωB97M-V/def2-TZVPD

As for the spin multiplicity: 6. The calculation puts the lowest unoccupied orbital energy (alpha / beta) at -0.347 / -0.361 Eh. Its net charge is +2. The HOMO energy (alpha / beta) comes out at -14.62 / -14.62 eV.

Cartesian coordinates (Å):
F 2.522 1.891 2.318
S 1.203 0.063 5.324
O -4.897 -1.089 -3.994
O -0.336 3.033 1.962
C 5.064 -0.217 0.113
H 2.671 -1.460 -4.788
N 1.022 0.716 3.676
F -4.833 3.226 1.256
H 5.606 0.490 0.731
H -0.825 6.130 1.450
O 6.356 -1.911 -0.817
H -0.768 5.143 0.000
S -1.281 -2.264 2.386
F 0.338 2.204 -1.218
S -3.322 1.223 0.646
O -0.955 -3.404 -0.725
F -2.703 -2.185 4.590
C -3.143 0.823 -4.706
F -3.874 0.882 -5.777
F -2.057 0.089 -4.893
S -4.177 -0.032 -3.355
O -1.081 -0.775 -0.757
S 0.223 -0.207 -0.289
C -2.144 -3.100 3.834
O -1.102 -0.879 2.813
N 0.012 4.202 1.688
O -2.890 2.060 -0.423
O 1.265 1.001 6.364
N -0.205 -4.424 -0.668
F -0.089 0.733 -2.738
O -3.466 -0.184 0.164
H -1.962 4.793 1.339
O 1.599 0.337 -6.065
H 1.762 -4.168 -0.129
O -2.238 -2.204 1.243
O -0.592 -5.500 -0.370
O -0.084 -2.960 2.103
O -2.327 1.222 1.725
Fe -0.582 1.058 2.754
O 1.802 -1.204 5.363
Hf -2.890 -2.038 -0.823
O 6.701 0.112 -1.495
N 2.413 0.610 -5.213
C 1.234 -4.322 -1.073
O -4.966 0.936 -2.681
H 4.115 -0.491 -5.313
F -5.294 1.455 2.405
H 1.471 -3.450 -1.673
O 1.219 -1.220 -0.244
O 3.298 -0.220 3.024
C -4.966 1.923 1.214
H 3.391 -0.470 -3.622
O -3.126 -0.703 -2.426
C 3.225 -0.529 -4.694
F -1.285 -3.792 4.521
F -2.798 2.011 -4.261
S 2.647 0.901 3.573
O 1.101 4.599 1.893
F -3.058 -3.879 3.273
H 4.242 0.214 -0.445
O 3.243 1.771 4.496
H 4.799 -1.110 0.666
F -5.838 1.551 0.315
N 6.120 -0.721 -0.840
C 0.642 1.006 -1.686
F -0.356 -0.354 5.341
O 0.073 0.592 0.917
C -0.964 5.122 1.071
F 1.917 0.901 -1.952
H 1.437 -5.271 -1.548
O 2.741 1.717 -4.851

Löwdin population analysis, charges in e, atoms 1 to 8:
1 F -0.178
2 S 0.591
3 O -0.250
4 O -0.070
5 C 0.048
6 H 0.090
7 N -0.292
8 F 0.208